1.
14
Properties=species:S:1:pos:R:3:mulliken_charge:R:1 method="wB97M-V/def2-TZVPD" multiplicity=1 charge=-1 relative_energy_kj_mol=165.7 smiles="C[C@@H](NC=O)C(=O)[O-]"
C 0.105 1.263 0.906 -0.8530
C 0.323 -0.068 0.196 0.2574
N -0.640 -0.530 -0.791 -0.1233
C -1.974 -0.491 -0.677 -0.0409
O -2.649 0.178 0.089 -0.5988
C 1.756 -0.520 -0.219 0.3897
O 1.857 -1.501 -0.999 -0.7745
O 2.675 0.190 0.265 -0.7338
H 0.752 1.204 1.799 0.2742
H -0.861 1.521 1.316 0.3669
H 0.598 1.976 0.248 0.2199
H 0.715 -0.959 0.782 0.0140
H -0.186 -1.132 -1.471 0.2814
H -2.471 -1.131 -1.445 0.3208

***

2.
115
Properties=species:S:1:pos:R:3:mulliken_charge:R:1 method="wB97M-V/def2-TZVPD" multiplicity=1 charge=0 relative_energy_kj_mol=0.0
La -18.947 -9.000 -0.836 1.1354
F -23.364 -9.214 -2.939 -0.2897
C -22.102 -8.991 -2.583 0.6421
F -21.326 -8.942 -3.692 -0.2563
F -21.686 -10.032 -1.819 -0.1252
C -21.889 -7.749 -1.690 0.1413
O -22.827 -7.117 -1.315 -0.6174
O -20.657 -7.675 -1.425 -0.0254
C -22.181 -12.175 -4.016 -0.8643
C -20.753 -12.044 -4.574 -1.0568
As -19.294 -11.398 -3.353 0.4520
C -17.851 -11.605 -4.671 0.2028
C -17.826 -12.953 -5.436 -1.4601
C -18.942 -12.940 -2.152 0.2634
C -20.049 -13.140 -1.101 -1.1964
H -22.807 -12.705 -4.738 0.4128
H -22.646 -11.204 -3.868 0.1180
H -22.225 -12.715 -3.081 0.1315
H -20.742 -11.340 -5.393 0.5157
H -20.434 -13.013 -4.953 0.5497
H -16.902 -11.452 -4.160 -0.7679
H -17.962 -10.780 -5.383 0.6431
H -17.873 -13.803 -4.762 0.2583
H -16.900 -12.999 -6.029 0.4158
H -18.659 -13.005 -6.122 0.4051
H -18.018 -12.675 -1.643 -0.6415
H -18.802 -13.837 -2.745 0.6746
H -20.246 -12.200 -0.573 0.1922
H -19.757 -13.893 -0.358 0.4585
H -20.985 -13.452 -1.573 0.3012
C -16.223 -5.143 -1.261 -1.9868
C -17.582 -4.939 -0.604 2.7515
C -18.636 -5.022 -1.713 -1.5900
C -17.574 -3.539 0.014 -1.7035
Si -17.946 -6.421 0.603 -1.1367
C -19.393 -5.905 1.806 3.1659
C -20.552 -5.259 1.018 -2.1227
C -20.013 -7.155 2.479 -1.8259
C -19.017 -4.928 2.925 -1.9580
C -16.355 -6.742 1.697 3.0040
C -15.240 -7.366 0.832 -2.1911
C -16.735 -7.821 2.731 -2.4074
C -15.731 -5.543 2.410 -1.7169
H -16.135 -4.470 -2.120 0.6960
H -16.111 -6.176 -1.616 0.0896
H -15.397 -4.907 -0.571 0.3124
H -18.506 -4.175 -2.427 0.5419
H -19.668 -4.941 -1.353 0.2689
H -18.536 -5.985 -2.237 0.1476
H -17.287 -2.787 -0.736 0.5346
H -16.855 -3.473 0.843 0.2598
H -18.560 -3.269 0.423 0.2954
H -20.912 -5.902 0.206 -0.0233
H -20.276 -4.274 0.648 0.3976
H -21.376 -5.129 1.730 0.6451
H -20.599 -7.713 1.758 0.0565
H -20.686 -6.807 3.277 0.6273
H -19.262 -7.802 2.946 0.1396
H -18.600 -4.005 2.535 0.2885
H -18.306 -5.349 3.651 0.3992
H -19.932 -4.691 3.502 0.5566
H -15.640 -8.244 0.308 -0.1443
H -14.407 -7.703 1.484 0.6732
H -14.823 -6.672 0.108 0.2359
H -17.242 -8.689 2.280 0.3791
H -17.399 -7.418 3.505 0.3609
H -15.835 -8.207 3.236 0.5429
H -15.334 -4.819 1.693 0.3306
H -14.870 -5.874 3.025 0.4842
H -16.420 -5.016 3.059 0.3027
C -21.951 -10.639 3.002 -1.0976
N -20.586 -10.921 2.562 0.3745
C -19.805 -11.685 3.414 -0.5220
C -18.541 -11.991 3.152 -1.2355
C -17.902 -11.464 1.928 -0.4259
O -16.751 -11.706 1.618 -0.1914
N -18.730 -10.690 1.124 1.4174
C -20.007 -10.453 1.441 0.2081
O -20.710 -9.727 0.663 -0.9726
H -22.460 -11.574 3.255 0.3980
H -22.497 -10.112 2.225 0.2572
H -21.933 -10.023 3.894 0.3861
H -20.305 -12.023 4.317 0.5259
H -17.963 -12.600 3.812 0.5607
C -13.369 -11.089 1.795 -1.2265
C -13.231 -10.648 0.331 0.7408
C -12.047 -11.323 -0.372 -1.8929
Sb -15.033 -10.816 -0.881 0.4074
C -14.280 -9.747 -2.621 0.2860
C -13.201 -8.718 -2.258 -1.4619
C -15.497 -9.014 -3.197 -0.2125
C -14.689 -12.860 -1.511 0.3353
C -15.206 -13.222 -2.916 -1.2393
C -15.227 -13.805 -0.430 -1.2095
H -12.428 -10.887 2.332 0.4444
H -13.583 -12.162 1.862 0.2756
H -14.196 -10.557 2.273 0.1334
H -13.082 -9.571 0.370 0.2681
H -12.067 -12.405 -0.215 0.4340
H -11.100 -10.966 0.047 0.3763
H -12.034 -11.132 -1.450 0.4479
H -13.893 -10.472 -3.346 0.5871
H -13.618 -8.033 -1.502 0.1291
H -12.952 -8.137 -3.147 0.4770
H -12.280 -9.157 -1.870 0.3610
H -15.829 -8.230 -2.483 -0.4715
H -16.333 -9.698 -3.369 -0.4675
H -15.253 -8.501 -4.129 0.5789
H -13.597 -12.964 -1.545 0.4054
H -16.300 -13.242 -2.913 0.0170
H -14.822 -14.226 -3.180 0.4598
H -14.849 -12.523 -3.675 0.2934
H -16.316 -13.720 -0.360 0.0980
H -14.839 -13.533 0.547 0.2463
H -14.953 -14.838 -0.645 0.4038

***

3.
114
Properties=species:S:1:pos:R:3:mulliken_charge:R:1 method="wB97M-V/def2-TZVPD" multiplicity=1 charge=-1 relative_energy_kj_mol=0.0
Ca 1.605 -1.016 1.130 1.2926
Ca -1.267 2.401 0.982 0.8392
Ca -2.040 -0.519 2.250 1.2989
P -0.475 0.256 -0.225 2.0265
O 0.008 1.678 -0.639 -1.1310
O -1.960 0.292 0.165 -0.8883
O -0.159 0.276 1.280 -0.8765
O 0.330 -1.004 -0.626 -0.2419
P -1.819 1.931 3.687 0.4403
O -0.525 2.590 3.080 -0.5755
O -2.077 2.645 5.010 -0.8797
O -1.212 0.536 4.039 -0.7981
O -2.768 1.745 2.466 -0.8636
O 0.073 -3.907 4.186 -0.5017
C -0.442 -2.907 3.439 0.1195
O 0.222 -2.397 2.506 -0.2181
O -1.593 -2.499 3.718 -0.8135
H -0.643 -4.169 4.778 0.3135
C 5.295 1.217 -0.615 -0.4983
C 4.610 0.646 -1.861 -0.7786
C 3.155 0.424 -1.422 -0.0369
O 3.177 0.351 0.004 0.0421
C 4.213 1.222 0.457 -0.5935
H 5.747 2.190 -0.802 0.4033
H 6.121 0.558 -0.340 0.1043
H 5.108 -0.260 -2.208 0.2361
H 4.562 1.322 -2.717 0.4164
H 2.673 -0.445 -1.867 -0.1756
H 2.532 1.284 -1.691 0.3532
H 4.583 0.918 1.434 0.4585
H 3.811 2.233 0.572 0.1596
C -0.450 -2.693 -3.111 1.2553
C -0.660 -3.598 -4.307 -0.5630
C 0.142 -2.848 -5.366 -0.5842
O -0.231 -1.482 -5.147 -0.5645
C -0.307 -1.293 -3.731 0.2341
H 0.427 -2.938 -2.507 -0.5757
H -1.252 -2.743 -2.377 -0.6459
H -1.719 -3.653 -4.555 0.3043
H -0.267 -4.616 -4.242 0.3192
H -0.199 -3.112 -6.370 0.3723
H 1.231 -2.943 -5.331 0.2529
H -1.201 -0.700 -3.513 -0.0156
H 0.526 -0.729 -3.306 -0.0187
C -5.163 2.563 -2.016 -0.5804
C -4.108 2.364 -3.075 -0.7424
C -2.784 2.482 -2.264 0.0652
O -3.170 2.639 -0.898 0.4863
C -4.468 2.099 -0.759 -0.4792
H -6.141 2.110 -2.200 0.4150
H -5.408 3.630 -1.949 0.2175
H -4.143 3.079 -3.896 0.3259
H -4.144 1.371 -3.531 0.3543
H -2.191 3.348 -2.567 0.4632
H -2.129 1.614 -2.363 -0.5493
H -4.910 2.462 0.171 0.4034
H -4.454 1.008 -0.642 -0.0816
C -3.354 -4.729 0.978 -0.5354
C -2.954 -4.204 -0.384 -0.5757
C -2.521 -2.746 -0.090 0.8512
O -3.232 -2.439 1.112 -0.2607
C -4.044 -3.502 1.568 -0.6023
H -2.492 -4.975 1.606 0.1011
H -3.985 -5.620 1.003 0.4209
H -3.824 -4.226 -1.050 0.3420
H -2.188 -4.746 -0.945 0.3073
H -2.770 -2.015 -0.855 0.0516
H -1.456 -2.751 0.155 -0.6700
H -5.073 -3.409 1.201 0.2929
H -4.011 -3.468 2.657 0.3124
C -3.480 5.369 0.828 -1.4676
C -2.173 5.464 0.057 -0.4364
N -1.046 4.849 0.742 0.9428
C 0.105 4.768 -0.146 -0.8468
C 1.398 4.263 0.507 -1.1180
C -0.814 5.408 2.081 -0.9554
C -0.511 6.912 2.069 -1.5649
H -3.597 6.173 1.560 0.3652
H -3.515 4.441 1.403 0.1376
H -4.323 5.426 0.138 0.4135
H -2.333 4.919 -0.880 0.0795
H -1.978 6.481 -0.321 0.5501
H -0.126 4.171 -1.033 0.1713
H 0.376 5.724 -0.633 0.5083
H 1.218 3.287 0.964 0.2251
H 2.179 4.068 -0.234 0.4711
H 1.833 4.967 1.215 0.4159
H -0.017 4.857 2.576 0.5932
H -1.682 5.212 2.708 0.5183
H -0.199 7.230 3.066 0.4496
H -1.398 7.476 1.775 0.2840
H 0.314 7.182 1.403 0.2607
C 3.143 -3.382 3.373 -1.6387
C 2.909 -3.936 1.968 -0.7916
N 3.082 -2.964 0.889 1.8276
C 4.463 -2.682 0.476 -0.5225
C 5.341 -2.027 1.553 -1.7954
C 2.407 -3.394 -0.338 -0.1428
C 2.796 -4.797 -0.883 -1.4748
H 4.196 -3.157 3.538 0.4264
H 2.884 -4.152 4.099 0.4070
H 2.549 -2.493 3.586 0.2186
H 3.625 -4.768 1.890 0.4281
H 1.917 -4.383 1.984 0.4814
H 5.025 -3.539 0.089 0.2877
H 4.441 -1.969 -0.349 0.3583
H 4.799 -1.368 2.228 0.2787
H 5.901 -2.760 2.141 0.4009
H 6.162 -1.468 1.094 0.4432
H 2.436 -2.705 -1.186 -0.0268
H 1.320 -3.474 -0.201 0.0544
H 3.846 -4.858 -1.168 0.3028
H 2.224 -5.025 -1.783 0.4479
H 2.535 -5.531 -0.124 0.2957

***

4.
111
Properties=species:S:1:pos:R:3:mulliken_charge:R:1 method="wB97M-V/def2-TZVPD" multiplicity=1 charge=-5 relative_energy_kj_mol=0.0
C 2.282 -0.193 0.373 -0.9964
N 1.392 -1.446 0.579 0.2953
C 1.044 -2.051 -0.729 -0.9577
C 2.266 -2.434 1.273 -1.4247
C 0.197 -1.190 1.402 -0.4255
C -1.081 -0.705 0.700 -0.6923
O -0.763 0.462 -0.030 -0.4848
H 2.448 0.043 1.415 0.5164
H 1.751 0.546 -0.165 0.3748
H 3.131 -0.491 -0.241 0.3583
H 0.545 -3.013 -0.626 0.3745
H 1.968 -2.167 -1.273 0.4201
H 0.357 -1.382 -1.306 0.3221
H 3.173 -2.584 0.709 0.4430
H 1.695 -3.352 1.373 0.5760
H 2.483 -2.014 2.226 0.4677
H 0.480 -0.396 2.069 0.3084
H -0.034 -2.058 2.038 0.3877
H -1.756 -0.451 1.495 0.4856
H -1.446 -1.560 0.147 0.3539
H -1.611 0.858 -0.404 0.3134
C -6.015 -10.179 -1.291 0.6417
F -5.027 -11.080 -1.298 -0.2215
F -6.609 -10.217 -0.013 -0.2657
F -5.427 -8.979 -1.347 -0.2363
S -7.080 -10.250 -2.809 1.0026
O -6.160 -9.651 -3.664 -0.6035
O -7.503 -11.596 -2.957 -0.6401
N -8.260 -9.363 -2.370 -0.3158
S -9.493 -8.909 -3.209 1.0169
O -9.510 -9.275 -4.593 -0.6508
O -10.692 -9.126 -2.457 -0.6686
C -9.285 -7.012 -3.210 0.6456
F -9.371 -6.513 -1.961 -0.2287
F -8.063 -6.735 -3.775 -0.2377
F -10.178 -6.294 -3.908 -0.2383
C 6.597 0.504 5.143 0.6155
F 7.596 -0.025 4.394 -0.2382
F 5.475 -0.340 5.082 -0.2078
F 7.025 0.529 6.389 -0.2217
S 6.248 2.221 4.661 1.1150
O 5.055 2.591 5.400 -0.6400
O 7.452 2.965 5.154 -0.7165
N 6.332 2.317 3.073 -0.4648
S 5.199 1.880 2.073 1.1262
O 5.833 1.550 0.842 -0.7332
O 4.117 0.976 2.483 -0.6046
C 4.544 3.590 1.660 0.6602
F 4.041 4.240 2.698 -0.2291
F 5.566 4.388 1.219 -0.2781
F 3.771 3.524 0.682 -0.2062
C -6.948 -1.733 0.999 0.6474
F -7.698 -2.615 1.672 -0.2179
F -5.675 -1.943 1.218 -0.2365
F -7.181 -1.790 -0.285 -0.1897
S -7.348 -0.001 1.573 1.1158
O -8.608 0.319 1.008 -0.6353
O -7.312 -0.219 3.029 -0.7176
N -6.197 1.075 1.288 -0.4373
S -5.702 1.333 -0.259 0.9211
O -4.280 1.594 -0.194 -0.5831
O -6.341 0.628 -1.349 -0.5898
C -6.446 3.043 -0.465 0.6497
F -7.788 2.886 -0.523 -0.2413
F -6.144 3.932 0.435 -0.2424
F -6.077 3.644 -1.599 -0.2492
C 6.581 -5.913 5.588 0.6293
F 6.985 -6.837 4.659 -0.2435
F 6.991 -6.321 6.797 -0.2341
F 7.129 -4.763 5.261 -0.2104
S 4.655 -5.865 5.538 1.0029
O 4.240 -7.163 5.989 -0.6298
O 4.323 -4.781 6.394 -0.6358
N 4.306 -5.488 4.078 -0.3592
S 4.056 -6.472 2.860 1.0080
O 4.359 -7.866 3.128 -0.6349
O 2.770 -6.279 2.272 -0.6221
C 5.257 -5.906 1.497 0.5570
F 5.086 -6.654 0.345 -0.2193
F 5.012 -4.586 1.257 -0.1823
F 6.558 -6.109 1.954 -0.2119
C 6.402 1.152 -8.337 0.6549
F 7.484 1.231 -9.067 -0.2284
F 6.217 -0.107 -7.887 -0.2369
F 6.633 1.954 -7.278 -0.2458
S 4.879 1.710 -9.297 0.9987
O 5.006 3.146 -9.341 -0.6535
O 5.020 0.970 -10.523 -0.6417
N 3.700 1.275 -8.373 -0.3375
S 2.567 0.223 -8.486 1.0213
O 2.246 -0.249 -9.796 -0.6492
O 2.652 -0.719 -7.467 -0.6258
C 1.140 1.281 -7.986 0.6795
F 0.782 2.321 -8.716 -0.2477
F -0.035 0.555 -7.963 -0.2530
F 1.365 1.763 -6.797 -0.2350
C -1.052 10.761 4.017 0.6192
F -0.956 9.789 3.123 -0.2365
F -2.390 10.833 4.316 -0.2251
F -0.462 10.343 5.191 -0.2457
S -0.273 12.340 3.410 1.0563
O -0.812 13.194 4.443 -0.6368
O 1.127 12.092 3.322 -0.6404
N -0.801 12.550 1.985 -0.4308
S -2.148 13.371 1.579 1.0461
O -2.524 13.084 0.241 -0.6066
O -3.175 13.396 2.555 -0.5897
C -1.565 15.234 1.531 0.6041
F -1.041 15.845 2.636 -0.2149
F -0.636 15.316 0.535 -0.2463
F -2.610 16.044 1.148 -0.2529

***

5.
23
Properties=species:S:1:pos:R:3:mulliken_charge:R:1 method="wB97M-V/def2-TZVPD" multiplicity=1 charge=+1 relative_energy_kj_mol=151.8
C 1.190 0.931 0.484 -0.2484
O 1.027 1.437 -0.871 -0.6150
C 2.106 1.825 1.293 -0.6192
N 2.274 1.241 2.612 -0.5895
H 0.218 0.851 0.975 0.2531
H 1.605 -0.070 0.375 0.2608
H 1.027 2.401 -0.828 0.3229
H 3.034 1.982 0.739 0.3353
H 1.617 2.794 1.408 0.4188
H 2.721 1.889 3.248 0.2462
H 2.871 0.423 2.570 0.2250
C -2.336 -2.777 0.038 -1.1992
C -2.169 -1.505 -0.720 -0.1517
C -1.063 -1.148 -1.338 -0.1458
N -0.975 0.143 -2.023 -0.1871
H -1.379 -3.221 0.299 0.3334
H -2.894 -2.591 0.953 0.3468
H -2.918 -3.492 -0.544 0.3135
H -3.021 -0.831 -0.764 0.2535
H -0.147 -1.717 -1.372 0.3945
H -1.876 0.616 -1.981 0.3693
H -0.225 0.756 -1.552 0.2896
H -0.687 0.063 -3.002 0.3934

***

6.
87
Properties=species:S:1:pos:R:3:mulliken_charge:R:1 method="wB97M-V/def2-TZVPD" multiplicity=1 charge=-1
C -1.826 5.715 -0.453 -0.8812
B -2.577 4.411 0.167 0.3365
S -1.860 2.743 -0.557 -0.2008
P -4.474 4.444 -0.315 0.2462
O -5.504 4.836 0.696 -0.5887
H -1.639 5.621 -1.534 0.2545
H -0.869 5.904 0.055 0.2746
H -2.442 6.620 -0.318 0.0795
H -2.538 4.439 1.386 -0.1620
H -0.651 3.136 -0.917 -0.0601
H -4.603 5.298 -1.439 -0.0508
H -4.819 3.183 -0.858 -0.1522
C -5.553 4.345 4.522 0.3682
Cl -4.971 3.798 6.115 -0.1611
Cl -4.675 5.768 3.989 -0.0929
Cl -5.482 3.061 3.345 -0.0583
H -6.592 4.617 4.647 -0.1198
C -4.539 -0.534 -2.086 -0.1227
Cl -4.224 0.814 -3.166 -0.0648
Cl -3.059 -1.457 -1.780 -0.0334
Cl -5.259 0.004 -0.577 -0.0877
H -5.236 -1.202 -2.576 0.3168
C 1.049 0.320 -2.916 -0.0172
Cl 1.595 -0.959 -4.022 -0.0998
Cl 2.030 1.777 -3.112 -0.1455
Cl -0.652 0.632 -3.113 -0.0039
H 1.207 -0.030 -1.903 0.2445
C -6.609 7.505 0.941 0.4440
Cl -7.174 8.381 2.377 -0.1824
Cl -7.683 7.829 -0.431 -0.1825
Cl -4.956 7.878 0.564 -0.1381
H -6.639 6.439 1.148 0.0525
C 5.536 -1.961 -2.483 0.7552
Cl 4.676 -3.056 -3.570 -0.1609
Cl 4.605 -0.508 -2.145 -0.0782
Cl 5.986 -2.785 -0.996 0.0555
H 6.445 -1.657 -2.983 -0.5492
C -9.452 2.276 5.950 0.0430
Cl -8.280 1.098 5.393 -0.1084
Cl -8.812 3.917 5.833 -0.0966
Cl -10.974 2.143 5.068 -0.1241
H -9.659 2.083 6.994 0.3002
C 5.532 -0.188 1.715 0.4033
Cl 6.264 1.268 1.045 -0.1246
Cl 6.765 -1.291 2.326 -0.0895
Cl 4.360 0.208 2.966 -0.1302
H 5.010 -0.694 0.912 -0.0782
C -2.600 -1.996 -5.594 0.4502
Cl -2.041 -3.375 -6.549 -0.1427
Cl -1.826 -0.509 -6.099 -0.0937
Cl -4.361 -1.882 -5.648 -0.1186
H -2.316 -2.170 -4.561 -0.1141
C 1.488 -4.701 -1.291 0.2948
Cl 0.536 -6.068 -1.879 -0.1261
Cl 0.491 -3.269 -1.077 -0.0613
Cl 2.339 -5.115 0.193 -0.0716
H 2.231 -4.473 -2.040 -0.0246
C 9.464 -1.702 -3.652 0.4312
Cl 8.556 -2.793 -4.695 -0.1022
Cl 8.571 -0.203 -3.394 -0.1310
Cl 9.853 -2.476 -2.118 -0.0869
H 10.391 -1.464 -4.152 -0.0714
C -3.329 -5.700 -1.782 0.1779
Cl -3.338 -4.753 -3.264 -0.0162
Cl -4.742 -5.342 -0.796 -0.1289
Cl -3.221 -7.426 -2.137 -0.1430
H -2.447 -5.424 -1.219 0.1168
C 6.359 -5.668 2.054 -0.0312
Cl 6.023 -6.512 0.542 -0.1151
Cl 7.763 -4.617 1.886 -0.1017
Cl 4.952 -4.757 2.589 -0.1034
H 6.588 -6.409 2.809 0.3274
C -13.971 4.410 7.409 0.0473
Cl -14.407 3.717 8.974 -0.1308
Cl -14.775 5.959 7.163 -0.1252
Cl -12.231 4.562 7.242 -0.0635
H -14.321 3.732 6.642 0.2705
C 10.592 -5.614 5.056 0.0578
Cl 9.736 -6.736 4.000 -0.1127
Cl 9.664 -4.138 5.289 -0.0997
Cl 10.982 -6.371 6.599 -0.1284
H 11.522 -5.352 4.570 0.2786
C 13.019 -2.210 -7.036 0.0554
Cl 14.617 -2.941 -7.114 -0.1193
Cl 11.881 -3.037 -8.087 -0.1131
Cl 12.427 -2.183 -5.369 -0.1373
H 13.102 -1.184 -7.369 0.2772

***

| no. | LUMO level (eV) | strongest force on any atom (eV Å⁻¹) | HOMO-LUMO gap (Ha) |
| --- | --- | --- | --- |
| 1 | 3.841 | 4.3 | 0.294 |
| 2 | 0.169 | 1.5 | 0.255 |
| 3 | 1.768 | 6.9 | 0.160 |
| 4 | 6.415 | 4.9 | 0.341 |
| 5 | -3.021 | 0.4 | 0.352 |
| 6 | 1.200 | 1.1 | 0.219 |